Entry 1:
Here is 15 unconnected molecules or ions with the total composition C39H116N22O15 from the OMol25 dataset. Energies are from ωB97M-V/def2-TZVPD.

```
192
Properties=species:S:1:pos:R:3:forces:R:3
O -0.46434 -24.86285 8.09573 2.73 -0.43 -0.06
O -21.88047 -25.94091 -0.09161 -1.05 -0.20 -0.27
O -4.32677 -33.17156 6.85383 0.52 -5.65 2.33
O -10.53902 -37.52320 -0.16539 0.35 1.61 0.10
O -14.75659 -17.94821 12.01275 -0.53 -1.46 -0.71
O -12.31070 -34.75579 7.65266 -1.30 -0.84 -0.01
O -14.56560 -18.14670 2.66552 0.09 0.80 -0.50
O -1.35610 -30.73033 -3.48469 -0.66 1.11 -0.40
O -6.89969 -19.88181 6.53548 0.27 -0.37 0.36
O -7.39774 -27.09389 -3.27667 0.70 0.66 -0.59
O -19.61051 -28.47531 7.11235 0.33 0.01 0.79
O -8.62850 -26.68936 4.59940 1.12 0.27 -1.77
O -2.36327 -18.02444 0.41530 0.36 0.83 0.28
O -9.79682 -21.59033 -1.59214 -0.13 -1.73 0.29
O -5.88467 -21.20263 13.89295 1.80 0.42 -0.65
N -10.60665 -24.52062 4.27732 0.78 -0.42 0.30
N -9.08880 -28.39167 -2.69650 -5.01 0.66 0.94
N -9.18812 -22.04437 12.74544 -0.15 -0.24 -0.24
N -16.49067 -18.95837 1.75345 -3.03 1.90 -3.46
N -15.54655 -20.03433 3.24952 0.58 -4.94 3.44
N -21.25425 -27.40150 6.15120 -3.75 0.17 -4.94
N -3.71087 -31.75841 5.31462 2.44 0.97 -3.60
N -2.06591 -23.67547 7.14203 -1.13 5.06 -2.55
N 0.61780 -30.40557 -0.32705 -0.46 -0.82 1.03
N -9.72010 -35.16141 -1.82519 -1.11 0.95 -0.37
N -2.46803 -25.67171 7.79562 -3.79 -4.93 0.74
N -16.00318 -15.22755 14.09430 -0.52 0.61 -0.22
N -10.15609 -32.47094 9.52932 1.21 0.21 -0.85
N -3.30611 -15.69198 -2.44265 -0.36 -0.59 -0.16
N -8.30718 -18.52219 5.47242 -4.48 -0.14 -1.91
N -9.84831 -19.47244 -1.97497 -2.69 6.71 1.41
N -5.35395 -31.30028 6.64081 -4.54 3.69 1.52
N -20.59829 -26.62662 8.01230 1.36 1.96 3.77
N -7.29881 -29.32174 -3.15061 5.12 -6.32 -1.33
N -8.49980 -20.61487 -3.18363 1.59 -0.85 -1.99
N -6.42757 -17.73433 5.99456 3.22 2.40 0.37
N -19.68343 -24.41704 1.35233 -0.35 0.34 -0.83
C -6.85103 -21.83884 13.09451 -0.34 -0.55 2.08
C -10.02010 -26.96022 4.32982 -0.13 -0.06 2.21
C -2.79170 -19.35061 0.15318 -1.47 1.18 -1.11
C -5.33187 -20.00141 13.31039 -1.22 0.21 0.90
C -8.17813 -21.10925 13.15638 0.50 0.49 -0.55
C -15.76976 -17.58537 14.58910 -0.71 -0.33 0.10
C -1.05343 -31.22159 -4.78647 0.42 -0.74 0.30
C -18.09092 -25.61485 -0.10355 -0.74 -0.44 0.82
C -4.50211 -32.18859 6.25358 0.97 1.39 0.05
C -12.43372 -32.22864 8.80615 -0.91 0.75 -0.79
C -15.23342 -16.41272 13.81446 0.70 -0.16 -0.78
C -19.55067 -25.14777 0.05861 -0.24 -0.15 1.40
C -15.47041 -18.95444 2.55024 2.62 2.18 0.16
C -0.54275 -30.06105 -1.09818 0.85 1.94 -2.34
C -7.88188 -28.20034 -3.14189 -0.19 4.23 1.07
C -2.51838 -16.70224 -1.73901 0.73 1.08 0.48
C -12.06007 -35.86002 6.82759 0.70 -0.64 -0.30
C -1.57554 -24.75870 7.65776 1.48 0.44 1.80
C -0.27074 -30.70319 -2.57857 -0.58 0.13 0.79
C -8.58902 -20.54419 14.51005 0.99 0.00 -0.28
C -10.79344 -25.80421 4.96611 -1.63 0.16 -0.23
C -11.10871 -34.08175 7.84167 0.00 1.06 1.33
C -9.21764 -37.30976 -0.68124 0.38 0.00 1.73
C -15.20477 -16.65053 12.26058 0.30 0.28 1.21
C -9.43291 -20.63219 -2.23501 1.17 -3.93 0.61
C -1.02718 -16.25411 -1.72981 -0.93 -0.39 -0.39
C -14.76909 -18.28637 10.61985 0.31 0.71 0.00
C -8.84769 -35.79038 -0.83574 -1.74 -0.84 -0.92
C -7.18336 -18.80998 6.03104 1.49 -1.84 1.40
C -12.31779 -26.03787 5.01112 -0.13 -0.47 0.86
C -3.08549 -16.98610 -0.30565 1.49 -0.78 -0.65
C -20.56466 -26.32439 0.06701 2.67 -0.43 -0.99
C -7.76868 -26.67081 3.42593 -1.66 -0.17 -0.67
C -20.41383 -27.55324 7.09923 2.10 -1.87 1.07
C -0.61027 -28.47459 -1.16816 -1.11 -1.47 -0.08
C -22.82410 -27.03271 -0.06261 0.12 0.56 0.86
C -11.32797 -33.20530 9.06655 0.08 0.38 1.43
C -10.93484 -38.82099 0.17574 0.20 -0.54 -1.01
C -8.98891 -34.96265 0.44592 -0.20 -0.42 -0.39
H -9.67452 -20.44543 14.51650 0.09 0.21 0.19
H -19.84363 -24.44574 -0.72204 0.11 0.01 -0.10
H -13.87921 -17.81958 10.19759 0.04 -0.11 -0.46
H -6.47598 -22.10771 12.10701 -0.14 0.35 -0.33
H -1.63526 -28.23406 -1.45034 0.11 0.25 -0.72
H -16.21958 -17.33093 15.54879 0.40 0.54 0.24
H -16.17482 -16.45248 11.80465 -0.30 -0.06 0.11
H 0.12300 -28.06637 -1.86369 -0.09 0.11 0.12
H -4.14033 -17.22699 -0.43744 -0.24 -0.11 0.39
H 0.59942 -30.16650 -2.95660 -0.04 0.71 -0.35
H -21.79934 -26.55343 6.08993 -0.16 -0.60 -0.23
H -11.69394 -35.51229 5.86161 0.60 -0.06 -0.10
H -7.08039 -22.76208 13.62662 0.37 -0.41 -0.05
H -4.37040 -19.69062 13.71917 0.17 -0.84 0.14
H -17.92208 -26.10483 -1.06245 0.31 0.41 -0.03
H -6.29744 -29.40307 -3.25423 -0.23 0.27 -0.33
H -10.41871 -34.61213 -1.34526 -0.06 0.25 0.09
H -0.04187 -30.94849 -5.08688 0.24 -0.23 0.12
H -3.02071 -23.36658 7.25627 0.17 -0.44 -0.15
H -8.02982 -27.54507 2.82962 0.50 -0.42 0.03
H -14.66810 -20.44951 3.52529 -0.21 0.06 0.28
H -23.10809 -27.19225 0.97758 0.30 -0.44 0.25
H -7.88888 -35.69684 -1.34569 0.58 -0.47 0.86
H -20.29940 -26.93730 0.92845 -0.65 0.08 0.82
H -2.87688 -19.39317 -0.93265 0.18 -0.87 -0.20
H -10.28821 -34.73953 8.12837 0.27 -0.37 -0.67
H -2.21881 -26.57253 8.17838 0.14 0.41 0.11
H -12.61795 -26.78274 5.74813 0.31 -0.62 -0.18
H 1.49198 -30.18801 -0.78376 -0.02 0.04 -0.18
H -2.20746 -20.17476 0.56248 0.43 0.65 0.09
H 0.13899 -31.71230 -2.53480 -0.21 -0.50 0.76
H -16.04843 -15.10918 15.09632 -0.11 0.07 0.16
H -3.79609 -30.80809 4.98337 0.38 -0.48 -0.20
H -20.67812 -24.24247 1.36684 -0.34 0.62 0.32
H -1.43165 -22.93268 6.88503 -0.01 -0.21 0.38
H -6.00843 -19.22251 13.66208 -0.08 0.52 -0.53
H -20.17937 -26.96943 -0.72265 -0.60 -0.35 -0.82
H -21.48499 -28.22318 5.61110 0.08 0.50 -0.23
H -12.84146 -36.56491 6.54360 -0.92 0.67 0.74
H -2.96518 -32.37063 5.01591 -0.14 0.43 -0.01
H -10.35320 -19.31012 -1.11541 -0.12 0.00 -0.47
H -0.78012 -15.79887 -2.68889 0.00 -0.66 -0.40
H -9.63436 -24.30744 4.44849 0.32 0.52 -0.13
H -10.21952 -39.46712 0.68458 0.58 0.45 0.36
H -12.59176 -32.26309 7.72822 -0.61 0.12 -0.01
H -11.10972 -39.33067 -0.77176 -0.54 -0.45 -0.02
H -16.64867 -17.94845 14.05640 0.22 -0.60 -0.23
H -10.45529 -27.20317 3.36045 1.02 0.44 -0.78
H -16.23754 -20.67450 2.88508 0.63 -0.56 0.77
H -22.43431 -27.95046 -0.50294 0.12 0.09 -0.07
H -5.56208 -30.45408 6.13022 0.05 -0.31 0.03
H -11.53820 -33.84409 9.92436 -0.87 -0.67 -0.37
H -5.27804 -20.00089 12.22173 -0.08 -0.27 -0.05
H -8.87563 -22.43041 11.86600 -0.55 -0.22 -0.35
H -6.68675 -17.01126 5.33875 0.67 0.00 0.41
H -16.58612 -18.19699 1.09673 -0.44 -0.36 0.09
H -1.67317 -30.93691 -5.63676 -0.63 0.99 0.68
H -14.20630 -16.17937 14.09495 0.43 -0.59 0.11
H -9.05185 -19.19291 5.59772 -0.11 0.45 -0.43
H -6.69004 -26.58810 3.55927 -0.26 -0.27 0.95
H -8.08544 -19.58608 14.63863 -0.31 0.14 0.24
H -9.41053 -33.12735 9.71202 0.31 -0.11 -0.03
H -5.48806 -17.77971 6.36246 -0.20 0.09 -0.33
H -3.26228 -14.74315 -2.09931 0.06 -0.11 0.38
H -8.22577 -35.22619 1.17821 -0.06 0.41 0.04
H -10.64462 -24.70744 3.28547 -0.21 0.15 -0.41
H -15.64209 -17.92931 10.07351 -0.25 0.56 0.29
H 0.54356 -31.40497 -0.20147 0.69 -0.23 0.28
H -14.78816 -19.34615 10.36568 0.42 -0.20 0.94
H -8.02539 -20.30407 12.43775 -0.58 0.65 -0.14
H -9.39981 -29.32607 -2.47226 -0.23 0.67 0.26
H -0.56348 -28.02050 -0.17836 0.64 -0.28 0.09
H -8.25754 -21.18463 15.32740 -0.19 -0.14 -0.02
H -17.37673 -24.85513 0.21405 -0.15 0.48 -0.91
H -3.81715 -19.41426 0.51717 -0.20 -0.47 0.23
H -0.45261 -17.15765 -1.52586 0.48 0.47 0.11
H -10.03955 -21.51517 12.62248 -0.29 -0.31 -0.38
H -2.94003 -16.06781 0.26327 -0.24 -0.09 0.20
H -10.42876 -25.68146 5.98593 0.01 -0.01 0.02
H -9.04709 -33.90897 0.17304 0.93 0.14 0.06
H -0.79120 -15.41255 -1.07852 -0.26 -0.39 0.77
H -3.45964 -25.53300 7.66304 0.39 0.09 -0.28
H -13.37678 -32.41704 9.31923 0.07 -0.26 -0.12
H -12.86857 -25.18629 5.41055 0.40 0.49 -0.42
H -7.99560 -21.47912 -3.32131 0.06 0.36 -0.18
H -11.34158 -36.45608 7.39025 0.48 -0.37 -0.59
H -15.44858 -14.45403 13.75638 -0.23 0.46 -0.08
H -9.69898 -18.72543 -2.63814 -0.23 0.08 0.53
H -2.63423 -17.58614 -2.36622 0.29 -0.25 0.14
H -12.18648 -31.18197 8.98348 0.39 -0.10 0.39
H -17.86001 -26.34578 0.67137 -0.36 -0.58 0.05
H -8.02641 -25.86159 2.74266 -0.18 0.51 0.20
H -23.78458 -26.77730 -0.51020 0.42 0.44 -0.56
H -7.80282 -30.18363 -3.30299 0.17 0.25 0.18
H -10.18711 -27.86969 4.90693 -0.40 -0.15 0.15
H -6.05355 -31.56599 7.31908 0.28 -0.03 -0.11
H -12.76105 -26.31463 4.05455 0.15 0.05 -0.14
H -9.02855 -37.91731 -1.56623 -0.16 0.26 -0.45
H -15.02116 -18.35070 14.79396 -0.22 -0.12 -0.42
H -1.21556 -32.29945 -4.78232 0.62 -0.36 0.10
H -9.57163 -27.56500 -2.37465 -0.30 -0.43 -0.20
H -4.25874 -16.02754 -2.44370 -0.32 0.50 -0.16
H -8.55089 -37.69263 0.09139 0.45 -0.24 0.06
H -11.83285 -38.78658 0.79258 -0.01 0.21 -0.24
H -14.48144 -15.94642 11.84935 0.05 0.38 -0.27
H -10.30261 -35.77085 -2.38140 0.39 -0.59 -0.07
H -21.27760 -25.87928 8.00261 0.19 -0.49 -0.14
H -1.46876 -30.34510 -0.59827 0.20 -0.65 -0.19
H -8.07027 -19.71745 -3.35754 0.33 -0.65 -0.18
H -8.42180 -17.58734 5.10772 -0.85 -0.61 0.14
H -19.97978 -26.68888 8.80834 -0.15 0.33 -0.09
H -17.10381 -19.75948 1.80248 -0.23 0.90 -0.78
H -9.98591 -35.08308 0.86968 0.01 -0.70 0.16
H -19.57959 -25.05193 2.13094 0.43 -0.40 0.08
H -10.95087 -33.48023 6.94647 0.80 0.09 -0.05
H -10.33463 -32.04327 10.42672 -0.29 0.14 -0.01
```
Forces are in eV/Å.

The value obtained for the energy relative to the best compared isomer or geometry (same formula, charge and spin) is 976.6 kJ/mol. Its LUMO energy is 0.121 eV. As for the molecular weight: 1133.5 g mol⁻¹. The calculation puts the electronic energy at -3888.51454 hartree. As for the HOMO energy: -8.9928 eV.


Entry 2:
Here is a single CH3N3S molecule from the OMol25 dataset. Energies are from ωB97M-V/def2-TZVPD.

```
8
Properties=species:S:1:pos:R:3:forces:R:3
S -1.31570 -0.59426 -0.19977 0.00 -0.49 0.78
N 0.88125 0.50783 -0.87216 2.61 1.22 -0.04
N -0.20898 0.05379 -1.34640 -1.76 -0.69 -2.01
N 1.04542 0.49725 0.34481 0.53 -0.35 0.17
C -0.05283 -0.12059 1.07875 -0.64 0.92 -3.13
H 0.28501 -0.83391 1.71316 0.96 -2.66 1.55
H -0.20597 -0.15547 -2.34928 -0.19 0.00 0.86
H -0.42820 0.64535 1.63089 -1.52 2.06 1.82
```
Forces are in eV/Å.

The value obtained for the energy relative to the best compared isomer or geometry (same formula, charge and spin) is 75.2 kJ/mol. Its LUMO energy is 0.611 eV. As for the molecular weight: 89.1 g mol⁻¹. The calculation puts the electronic energy at -602.26625 hartree. As for the HOMO energy: -8.3325 eV.


Entry 3:
Here is 2 unconnected molecules or ions with the total composition C6H15NO from the OMol25 dataset. Energies are from ωB97M-V/def2-TZVPD.

```
23
Properties=species:S:1:pos:R:3:forces:R:3
O -1.13366 0.18686 2.59571 0.27 0.13 -0.14
N 0.72162 1.36128 3.13017 0.12 0.20 -0.12
C 1.46616 -0.62330 -1.54527 -0.08 0.76 0.46
C -0.36438 1.09654 2.34335 -0.22 -0.44 0.11
C -0.51625 2.00130 1.15121 -1.13 0.08 -0.27
C -0.26077 -2.40777 -0.84600 -0.12 0.55 -0.67
C -0.97277 -0.14966 -1.81930 -0.59 -0.15 0.42
C 0.06619 -0.90458 -0.97124 0.08 -0.10 -0.06
H -0.63661 -0.20195 -2.85598 -0.18 0.40 -0.05
H 1.81694 0.33756 -1.14163 -0.02 -0.08 -0.18
H -0.61310 -2.63039 0.15432 0.00 -0.23 0.10
H 1.18360 2.25872 3.09894 -0.02 -0.33 -0.08
H -1.05210 2.90005 1.47419 0.68 0.34 0.06
H -1.22878 1.61179 0.42137 0.20 -0.51 0.30
H -1.14247 0.87368 -1.46796 0.50 0.05 -0.48
H 0.60781 -2.99885 -1.10425 0.19 -0.33 0.21
H 0.89708 0.74940 3.90883 -0.13 0.12 0.11
H -1.99215 -0.56846 -1.80190 0.42 -0.27 0.21
H 1.48542 -0.50676 -2.63017 -0.03 -0.36 -0.02
H 0.41668 2.16543 0.62945 0.22 0.47 0.12
H 0.10302 -0.52589 0.05160 -0.30 0.17 -0.04
H -1.04350 -2.67025 -1.55843 -0.05 -0.16 0.05
H 2.19202 -1.35474 -1.21702 0.18 -0.30 -0.06
```
Forces are in eV/Å.

The value obtained for the energy relative to the best compared isomer or geometry (same formula, charge and spin) is 60.6 kJ/mol. Its LUMO energy is 0.800 eV. As for the molecular weight: 117.2 g mol⁻¹. The calculation puts the electronic energy at -367.60822 hartree. As for the HOMO energy: -9.8653 eV.